(1)
# C29H26FN5O7Ru

C29H26FN5O7Ru as an isolated structure (the ωB97M-V functional and the def2-TZVPD basis, the OMol25 dataset).

Gap between HOMO and LUMO (spin up / spin down) = 6.95 / 6.65 eV
Net charge = +1
⟨S²⟩ = 0.75
M = 676.623 g mol⁻¹
Total energy = -57573.397 eV
Multiplicity = 2
Relative energy (zero: lowest compared OMol25 entry of this formula, charge and spin) = 0.00 kcal/mol

Cartesian coordinates (Å):
1 Ru -1.19574 -1.77562 2.84718
2 O -2.43897 -5.45578 1.64548
3 C -1.84671 -4.45417 1.96461
4 O -2.33289 -3.43735 2.62678
5 C -0.39809 -4.23783 1.56231
6 C 0.37370 -5.04538 0.74708
7 C 1.65278 -4.61236 0.41736
8 C 2.11592 -3.38007 0.87103
9 C 1.28895 -2.63163 1.68570
10 N 0.09434 -3.09945 2.02874
11 C 1.53199 -1.21602 2.18228
12 O 2.48892 -0.58229 1.79490
13 O 0.58910 -0.78892 2.97992
14 H -0.04133 -5.97654 0.38775
15 H 2.28349 -5.22695 -0.21149
16 H 3.08783 -2.98742 0.60686
17 F 1.27379 -1.01895 -3.36925
18 C 0.81607 -0.05680 -2.52299
19 C 0.12169 -0.44229 -1.41706
20 C -0.39553 0.52214 -0.54865
21 C -1.09294 0.09433 0.65986
22 O -1.27126 -1.14056 0.82767
23 C -1.48594 1.12912 1.55608
24 C -1.25086 2.42366 1.19769
25 N -0.66106 2.82343 0.05340
26 C -0.49260 4.23697 -0.20957
27 C -1.65142 5.14633 0.04614
28 C -1.24001 4.84067 -1.36312
29 C -0.18107 1.87520 -0.83090
30 C 0.55816 2.24339 -1.96093
31 C 1.06199 1.29134 -2.82820
32 N 1.81214 1.72188 -3.94736
33 C 1.20913 2.64947 -4.87874
34 C 0.61595 1.92328 -6.08122
35 N 1.71334 1.13026 -6.74470
36 C 2.35684 0.15266 -5.78984
37 C 2.84428 0.91820 -4.56451
38 C -2.18871 0.95437 2.90006
39 O -2.53678 1.96151 3.48225
40 O -2.40643 -0.24909 3.32225
41 H -0.04429 -1.49106 -1.20831
42 H -1.56369 3.20367 1.87896
43 H 0.50192 4.60546 0.01102
44 H -1.43391 6.12256 0.45297
45 H -2.56952 4.70086 0.40247
46 H -0.74360 5.61047 -1.93791
47 H -1.88221 4.18027 -1.93068
48 H 0.78512 3.28469 -2.13637
49 H 1.96751 3.36289 -5.22474
50 H 0.42275 3.22456 -4.39692
51 H 0.20065 2.60442 -6.82212
52 H -0.14478 1.20672 -5.77269
53 H 2.42516 1.77773 -7.09174
54 H 1.34771 0.63326 -7.55706
55 H 3.17260 -0.33708 -6.31917
56 H 1.59392 -0.57661 -5.53220
57 H 3.65460 1.59217 -4.87174
58 H 3.27018 0.21852 -3.85166
59 C -1.56725 -2.24629 7.61008
60 C -0.40863 -1.72454 7.05720
61 C -0.28482 -1.68195 5.68292
62 N -1.24744 -2.13265 4.86922
63 C -2.36799 -2.63694 5.39795
64 C -2.55992 -2.71002 6.76441
65 H -1.69514 -2.28723 8.68349
66 H 0.39161 -1.34567 7.67619
67 H 0.58812 -1.26977 5.19761
68 H -3.10898 -2.98939 4.69520
69 H -3.48175 -3.12178 7.14879

=====

(2)
# C10H22

A 2-piece molecular cluster, C10H22 overall (the ωB97M-V functional and the def2-TZVPD basis, the OMol25 dataset).

Gap between HOMO and LUMO = 11.55 eV
Net charge = 0
M = 142.286 g mol⁻¹
Total energy = -10727.424 eV
Relative energy (zero: lowest compared OMol25 entry of this formula, charge and spin) = 0.00 kcal/mol

Cartesian coordinates (Å):
1 C 2.12822 4.56447 0.86836
2 C 3.48429 4.19585 0.26296
3 C 3.32250 3.67225 -1.16567
4 C 2.36192 2.48193 -1.20753
5 C 1.00584 2.85055 -0.60214
6 C 1.16764 3.37416 0.82648
7 H 1.69086 5.39834 0.28626
8 H 2.25802 4.91348 1.91085
9 H 3.95068 3.40634 0.88312
10 H 4.15817 5.07404 0.27341
11 H 4.30743 3.38239 -1.57959
12 H 2.91606 4.48301 -1.80043
13 H 2.23213 2.13289 -2.25002
14 H 2.79928 1.64809 -0.62541
15 H 0.53942 3.64004 -1.22231
16 H 0.33199 1.97234 -0.61256
17 H 0.18271 3.66399 1.24044
18 H 1.57411 2.56339 1.46122
19 C 3.44242 -0.69041 2.44943
20 C 2.28918 -1.34931 1.69295
21 C 2.82055 -2.26111 0.58722
22 C 1.39184 -2.13114 2.65205
23 H 4.06235 -1.46755 2.92729
24 H 3.05964 -0.01476 3.23275
25 H 4.07761 -0.10737 1.76153
26 H 1.68124 -0.55026 1.22200
27 H 3.42971 -3.06545 1.03283
28 H 1.98882 -2.71940 0.02615
29 H 3.44988 -1.69287 -0.11822
30 H 0.98973 -1.46907 3.43728
31 H 0.54664 -2.58821 2.11044
32 H 1.97625 -2.93323 3.13342

=====

(3)
# C27H80Br2FN2O19

A 18-piece molecular cluster, C27H80Br2FN2O19 overall in a non-equilibrium geometry (the ωB97M-V functional and the def2-TZVPD basis, the OMol25 dataset).

Gap between HOMO and LUMO = 7.19 eV
Net charge = +1
M = 915.738 g mol⁻¹
Total energy = -213966.434 eV

Cartesian coordinates (Å):
1 C 2.88361 -2.74821 1.12326
2 C 2.04078 -4.08160 0.78869
3 C 1.17786 -3.96828 -0.59501
4 C 0.13935 -5.19978 -0.58079
5 C -0.33731 -5.67955 -2.04793
6 C -1.13560 -4.55736 -2.87660
7 C -2.69333 -4.95287 -3.18218
8 C -3.37240 -3.62877 -3.78906
9 C -4.25542 -2.77541 -2.75296
10 C -3.73214 -2.79034 -1.23354
11 N -3.67531 -1.39794 -0.62431
12 C -2.53203 -0.60369 -0.97233
13 N -2.58408 0.66982 -0.28659
14 C -1.56295 1.75889 -0.34687
15 C -0.05207 1.25955 -0.57921
16 C 0.97134 1.65230 0.63286
17 C 2.03664 2.76496 0.16533
18 C 3.44115 2.49394 0.91298
19 C 4.63893 3.13718 0.01226
20 C 5.00596 2.20164 -1.24606
21 C 6.60623 2.21463 -1.43627
22 O 7.22442 1.19672 -0.59845
23 C 8.66396 1.42023 -0.72394
24 C -3.84448 0.60272 0.48383
25 C -4.38861 1.76080 1.46774
26 Br -5.34221 3.38719 0.87588
27 C -4.09322 1.53858 2.86504
28 C -4.47227 2.54320 4.04890
29 Br -3.13472 -0.14463 3.39327
30 C -4.59389 -0.73388 0.28797
31 C -5.96449 -1.29589 0.87109
32 C -7.04278 -1.17336 -0.34591
33 O -7.26572 -0.06955 -0.89932
34 F -7.72669 -2.32041 -0.84555
35 H 2.95750 -1.99539 0.26510
36 H 3.97367 -3.04111 1.39163
37 H 2.47682 -2.21700 2.06857
38 H 2.77924 -4.95604 0.77880
39 H 1.32873 -4.25503 1.68301
40 H 1.94701 -3.99617 -1.44326
41 H 0.66051 -2.93902 -0.53389
42 H -0.71998 -4.90751 0.12106
43 H 0.69012 -6.07744 -0.06172
44 H -0.87384 -6.69314 -1.97924
45 H 0.63914 -5.88835 -2.64082
46 H -0.65103 -4.43825 -3.92493
47 H -1.02999 -3.53515 -2.36878
48 H -3.16988 -5.28399 -2.17909
49 H -2.74323 -5.87364 -3.86711
50 H -4.10246 -3.99000 -4.61578
51 H -2.58135 -3.00290 -4.36056
52 H -5.37102 -3.06083 -2.85782
53 H -4.19603 -1.67088 -3.11022
54 H -4.53201 -3.35273 -0.60919
55 H -2.69173 -3.23172 -1.07690
56 H -1.74995 -1.01076 -1.69279
57 H -1.82629 2.44722 -1.23620
58 H -1.58882 2.43898 0.58976
59 H 0.35173 1.78399 -1.52727
60 H 0.07057 0.13411 -0.74115
61 H 0.32025 1.98791 1.52378
62 H 1.53123 0.71458 0.98959
63 H 1.65731 3.82483 0.42300
64 H 2.24636 2.75818 -0.97250
65 H 3.61943 1.36572 1.01529
66 H 3.41017 3.00746 1.93396
67 H 4.37730 4.18686 -0.38105
68 H 5.53627 3.24632 0.71826
69 H 4.54732 2.56707 -2.24697
70 H 4.59178 1.13758 -1.07504
71 H 6.97315 3.23992 -1.04960
72 H 6.93605 2.14569 -2.53419
73 H 8.95190 2.49349 -0.41917
74 H 9.27517 0.71860 -0.05691
75 H 8.90283 1.27101 -1.85069
76 H -5.32186 3.25533 3.77659
77 H -3.49852 3.10885 4.33424
78 H -4.71870 1.88711 4.97048
79 H -6.32060 -0.55047 1.66886
80 H -5.93229 -2.38337 1.22345
81 O -4.37753 -5.98409 -5.92084
82 H -5.16720 -6.53792 -5.96994
83 H -3.85483 -6.25400 -6.68684
84 O 0.22554 3.87513 2.45870
85 H -0.69592 3.67843 2.67331
86 H 0.17531 4.68649 1.93486
87 O -0.59915 4.21588 5.72376
88 H -1.39232 3.66827 5.67461
89 H -0.08015 3.94678 4.95342
90 O 2.34440 5.75255 4.29876
91 H 1.84585 4.96988 4.02859
92 H 1.84331 6.10259 5.04688
93 O -1.24895 -7.51191 0.68618
94 H -1.82749 -7.25491 -0.04253
95 H -1.57697 -7.00063 1.43652
96 O -7.04240 1.34642 3.37273
97 H -6.50471 1.58872 2.60675
98 H -7.88032 1.80557 3.22688
99 O 11.78990 1.84270 -0.92005
100 H 12.13971 1.64087 -0.04242
101 H 12.09884 1.11044 -1.46855
102 O -3.88313 2.82407 -2.05713
103 H -4.18172 2.54256 -2.93191
104 H -3.74551 1.99688 -1.58072
105 O 13.31694 4.77499 -0.97905
106 H 12.91738 3.92124 -0.76655
107 H 12.61302 5.41206 -0.80606
108 O 6.62166 5.44845 -0.21522
109 H 6.21683 6.18336 -0.69320
110 H 6.33450 5.57722 0.69784
111 O -2.60333 -2.30614 -6.68747
112 H -3.40254 -2.59751 -7.14467
113 H -2.15791 -1.74163 -7.33208
114 O -6.22833 6.02689 2.81725
115 H -5.86400 5.83344 3.69021
116 H -5.91338 5.29940 2.26406
117 O 7.86484 1.33757 -4.42940
118 H 7.56935 1.05602 -5.30452
119 H 7.99182 0.50970 -3.94801
120 O 0.23761 5.68986 8.72717
121 H -0.05509 5.40928 7.85092
122 H 0.36647 4.86237 9.20688
123 O 3.25448 -3.44076 -3.01586
124 H 2.88371 -3.19836 -3.87400
125 H 3.35507 -2.59644 -2.55744
126 O -9.69936 -1.23697 1.76794
127 H -10.48878 -1.79124 1.72123
128 H -9.18038 -1.50522 0.99924
129 O -3.86647 -2.75621 5.94380
130 H -4.78439 -2.96097 6.16268
131 H -3.92569 -1.95087 5.41521